Entry 1:
Molecular formula: C13H19FNO5S
Method: DFT, ωB97M-V/def2-TZVPD

Structure (ORCA input):
```
! wB97M-V def2-TZVPD RIJCOSX def2/J DEFGRID3
* xyz 1 1
S -0.4061 -2.8808 -0.3018
F 2.0799 -1.3098 -2.4812
O -0.5131 -4.3920 0.1427
O -2.8089 -0.2294 0.1483
O 0.3351 1.4048 -0.4791
O -0.4867 -2.8904 -1.8754
O -5.9975 4.0231 0.2854
N 1.9230 0.2711 1.0681
C 4.5874 -1.5115 0.3476
C 4.2079 -0.7344 -1.0360
C 1.2759 -2.2750 0.2963
C -3.1127 2.0478 -0.3756
C -5.2643 3.0443 0.2534
C 2.6226 -0.4981 -1.3290
C 1.6105 -0.7121 -0.0632
C -4.8911 0.6776 0.7758
C -3.9152 3.1160 -0.3421
C 1.1990 1.5926 0.7340
C 0.1050 -0.0778 -0.4252
C -3.5420 0.7494 0.1803
C -5.6936 1.7459 0.8093
H 4.0492 -2.5346 0.5252
H 4.6240 -1.4080 -1.9291
H 2.0740 -2.9385 -0.2940
H -0.2975 -0.2653 -1.5310
H 2.9000 0.6174 1.1848
H -1.5032 -2.2373 0.2985
H -3.6161 4.0755 -0.7460
H 2.0801 2.2811 0.3248
H -2.1201 2.0844 -0.8083
H -5.1902 -0.2819 1.1797
H 1.4813 -2.4558 1.4345
H 5.7515 -1.7711 0.2767
H 2.5110 0.6346 -1.6904
H 1.4221 -0.0780 1.9142
H 0.6241 2.1318 1.5998
H 4.8142 0.2736 -1.0998
H -0.7033 -0.1140 0.4533
H -6.6863 1.7092 1.2419
H 4.4699 -0.8844 1.3326
*
```

Its molar mass is 320.36 g mol⁻¹. The largest force on an atom comes out at 0.182 hartree/bohr. Its HOMO energy is -0.474 hartree. Its total energy is -1435.21543 hartree. The orbital gap is 0.3169 Eh. The LUMO energy is -4.284 eV.


Entry 2:
Molecular formula: C13H19FO
Method: DFT, ωB97M-V/def2-TZVPD

Structure (ORCA input):
```
! wB97M-V def2-TZVPD RIJCOSX def2/J DEFGRID3
* xyz 0 1
F 0.5215 -0.8897 1.4792
O 1.2419 -0.0363 -1.8631
C 3.3124 -1.0544 0.7041
C 2.6859 0.1439 -0.0047
C 3.5079 0.8094 -1.0548
C -0.7979 -1.6312 -0.3290
C 1.3339 -0.1937 -0.6659
C 0.0274 -0.4768 0.2091
C -1.8175 1.2989 0.5966
C -0.9054 0.6115 0.3145
C 2.6664 1.2958 1.0690
C -3.9564 0.4263 -0.0162
C -3.2462 1.6900 0.4682
C -3.1218 -0.5163 -0.9323
C -2.3483 -1.5744 -0.1688
H 3.7610 0.2332 -1.9067
H -2.6811 -2.4783 -0.5410
H 2.8004 -0.9763 1.6175
H 4.4774 1.0165 -0.5614
H 3.6786 1.8103 1.2303
H -4.8187 0.7290 -0.5246
H 1.9947 2.0731 0.7584
H 4.3490 -0.8998 0.9078
H -3.4471 2.0796 1.5688
H 3.1774 1.6645 -1.5089
H -2.6682 -1.3935 0.9255
H -0.4361 -2.5429 -0.0255
H 3.2181 -2.0192 0.2810
H -4.4928 -0.1737 0.7506
H -2.4857 0.1246 -1.5045
H 2.3019 1.0623 2.0485
H -3.8080 -0.9411 -1.5817
H -3.3154 2.4985 -0.3134
H -0.7092 -1.7700 -1.4269
*
```

Its molar mass is 210.29 g mol⁻¹. The SMILES is CC(C)(C)C(=O)[C@@]1(F)C#CCCCCC1. The largest force on an atom comes out at 0.073 hartree/bohr. Its HOMO energy is -0.347 hartree. Its total energy is -681.70397 hartree. The orbital gap is 0.3805 Eh. The LUMO energy is 0.899 eV. The energy above the lowest of the compared OMol25 structures with the same formula, charge and spin comes out at 0.00 kcal per mole.


Entry 3:
Molecular formula: C13H19N
Method: DFT, ωB97M-V/def2-TZVPD

Structure (ORCA input):
```
! wB97M-V def2-TZVPD RIJCOSX def2/J DEFGRID3
* xyz 0 1
N -3.7222 1.4637 -0.5367
C -0.8033 0.2591 -3.3607
C 1.5555 -2.0537 1.1379
C -2.9361 1.0768 -1.5663
C -0.6107 0.1754 -2.0444
C -2.9812 1.3657 0.6517
C -0.8483 0.1752 1.3629
C 2.3126 -0.6608 1.5219
C -1.7662 0.7759 0.3591
C -3.0941 1.0007 -2.8997
C 3.4722 -0.1521 0.5433
C -2.0714 0.5764 -3.7484
C 2.9519 -0.6807 2.8774
C -1.5626 0.6390 -1.0941
H -4.1414 1.0246 -3.3428
H -4.7088 1.8178 -0.8071
H 0.5532 -2.0062 1.6271
H 3.4728 0.9151 0.8825
H 3.0425 -0.1729 -0.5589
H -0.0059 0.0554 -4.1110
H -3.1922 1.8378 1.6613
H 3.9703 -1.1046 2.8700
H 1.5842 0.1413 1.3107
H -1.5274 -0.6399 1.6620
H -0.4346 0.8449 2.1196
H 4.2595 -0.7317 0.6386
H 0.2627 -0.3174 -1.6460
H -2.3254 0.3267 -4.8175
H 2.2510 -2.7336 1.5761
H 0.0683 -0.1435 0.7532
H 2.3320 -1.2309 3.5709
H 3.1938 0.3885 3.2352
H 1.4492 -2.2326 0.1722
*
```

Its molar mass is 189.30 g mol⁻¹. The SMILES is Cc1c[nH]c2ccccc12.CC(C)C. The largest force on an atom comes out at 0.149 hartree/bohr. Its HOMO energy is -0.281 hartree. Its total energy is -561.38909 hartree. The orbital gap is 0.3134 Eh. The LUMO energy is 0.887 eV. The energy above the lowest of the compared OMol25 structures with the same formula, charge and spin comes out at 83.87 kcal per mole.


Entry 4:
Molecular formula: C13H19N2O5PdSSi
Method: DFT, ωB97M-V/def2-TZVPD

Structure (ORCA input):
```
! wB97M-V def2-TZVPD RIJCOSX def2/J DEFGRID3
* xyz -1 1
Pd 0.0126 -0.3837 -0.6568
S 2.6023 0.1664 -0.7314
Si -4.2798 1.3429 -2.5286
O 3.2741 1.1011 0.1375
O -0.8612 0.0514 3.5576
O 3.4433 -0.4791 -1.7139
O 1.8429 -0.8881 0.0964
O 1.4033 0.8417 -1.4346
N -1.1292 -1.8380 0.2823
N -1.7068 0.7203 1.5740
C 0.3815 1.7063 2.3389
C -3.0261 -2.7785 1.3387
C -0.7573 0.7478 2.5603
C -2.6955 0.7291 -1.9118
C -1.6300 0.2916 -1.5034
C -2.6808 -0.3292 1.5560
C -4.2237 3.2025 -2.7554
C -2.2353 -1.6788 1.0134
C -0.7490 -3.0740 -0.0781
C -2.6609 -4.0443 0.9357
C -1.4809 -4.2007 0.2242
C -5.6368 0.9329 -1.2925
C -4.7026 0.5386 -4.1679
H -5.6981 -0.1463 -1.1345
H -2.9792 -0.5009 2.5915
H -3.9305 0.7565 -4.9082
H 0.3950 2.4326 3.1524
H -3.2745 -4.9001 1.1868
H -1.1299 -5.1714 -0.0950
H 1.3149 1.1454 2.3575
H 0.1812 -3.1301 -0.6272
H -1.4962 1.1711 0.6951
H -3.4415 3.4760 -3.4660
H 0.3290 2.2210 1.3813
H -5.6605 0.8974 -4.5532
H -3.9979 3.6972 -1.8086
H -3.9197 -2.6179 1.9282
H -3.5566 -0.0079 0.9915
H -6.6134 1.2837 -1.6360
H -5.4325 1.4040 -0.3280
H -4.7603 -0.5462 -4.0583
H -5.1766 3.5893 -3.1260
*
```

Its molar mass is 449.88 g mol⁻¹. The largest force on an atom comes out at 0.010 hartree/bohr. Its HOMO energy is -0.208 hartree. Its total energy is -1808.17588 hartree. The orbital gap is 0.2994 Eh. The LUMO energy is 2.497 eV. The energy above the lowest of the compared OMol25 structures with the same formula, charge and spin comes out at 0.00 kcal per mole.


Entry 5:
Molecular formula: C13H19N5
Method: DFT, ωB97M-V/def2-TZVPD

Structure (ORCA input):
```
! wB97M-V def2-TZVPD RIJCOSX def2/J DEFGRID3
* xyz 0 1
N -0.2696 0.0115 -1.1059
N 1.6371 0.0782 4.4357
N -1.4872 -0.8267 0.5774
N 0.0277 1.2641 2.4356
N 1.0478 1.8825 0.4195
C 0.6852 0.8050 -1.7358
C -0.9012 -1.6460 -3.0718
C 0.4394 -0.6869 3.8764
C -0.6068 0.3063 3.3298
C -1.7111 -1.5459 -0.6103
C 1.0608 2.1143 3.1456
C -0.9740 -1.0579 -1.6396
C -0.5800 0.0921 0.2508
C 1.3331 1.7486 -0.9737
C -1.1406 -0.6050 -4.2000
C 2.1682 1.1514 3.5754
C -1.4660 -1.3108 -5.5320
C 0.1706 1.0916 1.0362
H 0.8038 -1.3996 3.1181
H -1.0398 0.8673 4.1560
H -0.0790 -1.3023 4.6333
H 1.4783 2.9372 2.5760
H 0.0899 -2.0115 -3.1841
H -2.4328 -1.7838 -5.5027
H 2.9500 1.7278 4.1226
H -1.4684 -0.2226 2.9059
H -2.4214 -2.3762 -0.6459
H 2.6383 0.6762 2.6827
H -0.7144 -2.0635 -5.8347
H -0.3479 0.0914 -4.2961
H 0.9473 0.7143 -2.7836
H -1.9836 0.0509 -3.9473
H -1.4796 -0.5494 -6.3186
H -1.5508 -2.5065 -3.2391
H 0.6671 2.5642 4.0364
H 2.1517 2.2787 -1.4252
H 2.3577 -0.5587 4.7329
*
```

Its molar mass is 245.33 g mol⁻¹. The SMILES is CCCc1cnc2c(N3CCNCC3)nccn12. The largest force on an atom comes out at 0.064 hartree/bohr. Its HOMO energy is -0.283 hartree. Its total energy is -780.51731 hartree. The orbital gap is 0.3148 Eh. The LUMO energy is 0.869 eV. The energy above the lowest of the compared OMol25 structures with the same formula, charge and spin comes out at 11.07 kcal per mole.


Entry 6:
Molecular formula: C13H19N8PdS2
Method: DFT, ωB97M-V/def2-TZVPD

Structure (ORCA input):
```
! wB97M-V def2-TZVPD RIJCOSX def2/J DEFGRID3
* xyz 1 1
Pd -0.7324 0.4608 -0.2429
S -1.1636 -0.7044 -2.3820
S 0.8242 1.7915 1.4233
N 0.6219 1.1889 -3.4001
N 1.9571 0.2374 3.3559
N -0.0812 -0.2083 -4.8150
N 0.8197 -1.2253 0.4415
N 1.3760 -0.8937 1.6758
N 2.2994 -1.0546 3.6562
N 0.7996 1.8760 -2.2160
N 0.7582 0.6130 -5.5167
C -2.5772 1.1611 -0.1158
C 1.1747 1.4647 -4.6384
C 1.3836 0.3891 2.1603
C -2.1954 -1.0739 3.4802
C 2.1119 2.5845 -4.8847
C -2.6151 0.4283 1.1581
C -0.1993 0.1016 -3.5261
C 1.9321 -1.7348 2.6211
C -2.1851 0.3187 3.5352
C -2.4549 -1.7230 2.2814
C -2.6813 -0.9753 1.1317
C 2.0602 -3.1995 2.4435
C -2.3925 1.0602 2.3870
H -3.1164 0.7143 -0.9429
H -2.3543 2.1416 2.4279
H -0.5597 -0.9602 -5.2827
H 0.1206 -1.9504 0.5668
H 2.1336 0.9792 4.0125
H 1.6581 3.5379 -4.6123
H -2.6100 2.2444 -0.0588
H 3.0289 2.4658 -4.3066
H 0.4202 2.8118 -2.2775
H -2.9522 -1.4737 0.2074
H -2.0133 0.8224 4.4770
H 1.7688 1.8928 -1.9281
H 2.6636 -3.4438 1.5684
H 2.5380 -3.6173 3.3252
H 2.3613 2.6012 -5.9420
H 1.0793 -3.6630 2.3233
H -2.0306 -1.6494 4.3824
H -2.5217 -2.8029 2.2434
H 1.5451 -1.5335 -0.1969
*
```

Its molar mass is 457.90 g mol⁻¹. The largest force on an atom comes out at 0.016 hartree/bohr. Its HOMO energy (alpha / beta) is -0.383 / -0.383 hartree. Its total energy is -1868.85071 hartree. The orbital gap (alpha / beta) is 0.2693 / 0.2693 Eh. The LUMO energy (alpha / beta) is -3.102 / -3.102 eV.


Please write out number 6 again, unchanged.
Molecular formula: C13H19N8PdS2
Method: DFT, ωB97M-V/def2-TZVPD

Structure (ORCA input):
```
! wB97M-V def2-TZVPD RIJCOSX def2/J DEFGRID3
* xyz 1 1
Pd -0.7324 0.4608 -0.2429
S -1.1636 -0.7044 -2.3820
S 0.8242 1.7915 1.4233
N 0.6219 1.1889 -3.4001
N 1.9571 0.2374 3.3559
N -0.0812 -0.2083 -4.8150
N 0.8197 -1.2253 0.4415
N 1.3760 -0.8937 1.6758
N 2.2994 -1.0546 3.6562
N 0.7996 1.8760 -2.2160
N 0.7582 0.6130 -5.5167
C -2.5772 1.1611 -0.1158
C 1.1747 1.4647 -4.6384
C 1.3836 0.3891 2.1603
C -2.1954 -1.0739 3.4802
C 2.1119 2.5845 -4.8847
C -2.6151 0.4283 1.1581
C -0.1993 0.1016 -3.5261
C 1.9321 -1.7348 2.6211
C -2.1851 0.3187 3.5352
C -2.4549 -1.7230 2.2814
C -2.6813 -0.9753 1.1317
C 2.0602 -3.1995 2.4435
C -2.3925 1.0602 2.3870
H -3.1164 0.7143 -0.9429
H -2.3543 2.1416 2.4279
H -0.5597 -0.9602 -5.2827
H 0.1206 -1.9504 0.5668
H 2.1336 0.9792 4.0125
H 1.6581 3.5379 -4.6123
H -2.6100 2.2444 -0.0588
H 3.0289 2.4658 -4.3066
H 0.4202 2.8118 -2.2775
H -2.9522 -1.4737 0.2074
H -2.0133 0.8224 4.4770
H 1.7688 1.8928 -1.9281
H 2.6636 -3.4438 1.5684
H 2.5380 -3.6173 3.3252
H 2.3613 2.6012 -5.9420
H 1.0793 -3.6630 2.3233
H -2.0306 -1.6494 4.3824
H -2.5217 -2.8029 2.2434
H 1.5451 -1.5335 -0.1969
*
```

Its molar mass is 457.90 g mol⁻¹. The largest force on an atom comes out at 0.016 hartree/bohr. Its HOMO energy (alpha / beta) is -0.383 / -0.383 hartree. Its total energy is -1868.85071 hartree. The orbital gap (alpha / beta) is 0.2693 / 0.2693 Eh. The LUMO energy (alpha / beta) is -3.102 / -3.102 eV.


- What is the formula in the second record?
  C13H19FO